No. 1
Below is a structure of composition C15H20Cl2EuN2Se, with properties calculated with ωB97M-V/def2-TZVPD.

```
41
C15H20Cl2EuN2Se, DFT ωB97M-V/def2-TZVPD
Eu -1.72 1.10 1.60
Cl -0.83 2.39 -0.42
Cl -0.03 1.63 3.50
C 1.39 -1.32 -1.48
H 1.94 -2.15 -1.03
H 1.41 -0.33 -1.02
C -0.80 -0.98 -2.37
C 0.60 -1.51 -2.66
H -1.35 -1.46 -1.55
C 1.26 -0.81 -3.88
H 0.56 -2.62 -2.81
C 0.83 0.63 -4.03
H 2.35 -0.86 -3.80
H 0.97 -1.36 -4.78
C -0.68 0.73 -4.24
H 1.10 1.21 -3.14
H 1.33 1.09 -4.88
C -1.44 0.13 -3.04
H -0.99 1.77 -4.40
H -0.96 0.16 -5.14
H -1.61 0.94 -2.29
H -2.46 -0.18 -3.37
C -2.50 -0.80 3.73
N -1.19 -1.40 3.99
C -0.30 -1.80 3.02
Se -0.55 -1.75 1.20
N 0.86 -2.06 3.71
C 0.76 -1.65 5.04
C 1.76 -1.30 5.94
C 1.37 -0.57 7.07
C 0.03 -0.18 7.25
C -0.97 -0.52 6.32
C -0.56 -1.26 5.23
H -3.21 -1.15 4.48
H -2.84 -1.10 2.72
H -2.44 0.31 3.84
H 1.74 -2.32 3.26
H 2.79 -1.60 5.73
H 2.11 -0.29 7.82
H -0.24 0.40 8.13
H -2.01 -0.22 6.40
```

HOMO energy (spin up / spin down) (eV): -0.697 / -3.382
Net charge: -1
ΔE to the lowest compared entry with this formula, charge and spin (kJ/mol): 0.00
Spin multiplicity: 7
<S²>: 12.0456
Energy (eV): -128576.625


No. 2
Below is a structure of composition C15H20ClN3O5S, with properties calculated with ωB97M-V/def2-TZVPD.

```
45
C15H20ClN3O5S, DFT ωB97M-V/def2-TZVPD
C -0.44 -3.94 -0.85
C -0.53 -2.55 -0.48
N -1.71 -1.91 -0.38
N -1.64 -0.78 0.05
C -0.36 -0.64 0.10
C 0.28 -1.70 -0.05
C 1.65 -1.98 0.06
C 2.66 -1.03 0.29
C 4.04 -1.40 0.20
O 4.51 -2.50 -0.22
O 4.99 -0.38 0.78
C 4.63 0.79 1.20
H 4.14 0.42 2.09
H 5.72 1.21 1.64
C 4.01 1.64 0.22
O 2.96 2.24 0.86
N 4.56 1.64 -0.83
C 5.66 1.08 -1.32
H 6.35 1.94 -2.10
H 6.33 0.85 -0.48
H 5.38 0.26 -2.09
C 3.71 2.72 -1.69
H 2.93 3.15 -1.30
H 4.40 3.49 -2.00
H 3.52 2.20 -2.95
H 2.50 -0.11 0.90
H 2.08 -2.96 -0.57
Cl 0.17 1.24 0.72
C -2.92 0.07 0.41
C -3.63 0.23 -0.90
H -3.79 -0.57 -1.52
H -3.31 1.00 -1.77
S -5.26 0.86 -0.31
O -6.36 -0.09 -0.93
O -5.42 2.19 -0.43
C -4.97 0.55 1.46
C -3.75 -0.51 1.18
H -4.03 -1.51 1.28
H -3.29 -0.54 2.33
H -4.97 1.40 2.07
H -5.81 -0.25 1.94
H -2.61 1.14 0.89
H 0.02 -4.01 -1.80
H -1.51 -4.52 -1.11
H -0.09 -4.46 -0.24
```

HOMO energy (eV): -9.088
ΔE to the lowest compared entry with this formula, charge and spin (kJ/mol): 1748.23
Energy (eV): -53926.292


No. 3
Below is a structure of composition C15H20CoNO4, with properties calculated with ωB97M-V/def2-TZVPD.

```
41
C15H20CoNO4, DFT ωB97M-V/def2-TZVPD
Co -0.28 0.44 0.31
C 1.23 0.21 2.15
C 2.26 0.40 1.20
C 2.05 1.64 0.53
H 3.09 -0.28 1.03
C 0.89 2.27 1.09
C 0.35 1.36 2.10
H -0.42 1.62 2.82
H 1.15 -0.62 2.85
H 2.67 2.06 -0.25
H 0.48 3.25 0.86
C -1.40 -1.85 0.24
C -1.45 -0.88 1.31
C -2.24 0.26 0.82
H -1.19 -1.05 2.35
C -2.70 -0.09 -0.50
C -2.16 -1.36 -0.84
H -2.39 -1.90 -1.76
H -0.91 -2.82 0.31
H -2.59 1.10 1.41
H -3.43 0.48 -1.06
O -0.20 1.29 -1.25
C -1.90 3.03 -2.59
C -0.73 2.43 -3.25
C -1.72 4.00 -1.51
C -3.24 2.68 -3.06
C -0.30 1.07 -2.61
H 0.13 3.11 -3.13
H -0.93 2.28 -4.32
H -1.04 0.28 -2.87
H 0.70 0.78 -3.00
H -1.52 5.02 -1.89
H -0.86 3.72 -0.87
H -2.62 4.05 -0.89
H -3.57 3.32 -3.90
H -3.98 2.78 -2.26
H -3.27 1.64 -3.43
O 2.56 -2.75 1.95
N 1.74 -3.06 1.05
O 1.10 -4.14 1.08
O 1.54 -2.25 0.08
```

HOMO energy (spin up / spin down) (eV): -0.187 / -0.416
Net charge: -2
Spin multiplicity: 5
<S²>: 6.0230
Energy (eV): -63179.112


No. 4
Below is a structure of composition C15H20CuN10S, with properties calculated with ωB97M-V/def2-TZVPD.

```
47
C15H20CuN10S, DFT ωB97M-V/def2-TZVPD
Cu 0.92 0.42 -0.70
N -1.01 1.01 -0.73
C -2.09 1.01 -0.28
C -3.33 0.89 0.37
C -4.17 2.05 0.39
C -5.34 2.07 1.12
C -5.77 0.87 1.68
C -5.03 -0.31 1.64
C -3.88 -0.32 0.87
H -3.89 2.98 -0.11
H -5.85 3.05 1.24
H -6.77 0.75 2.13
H -5.44 -1.21 2.12
H -3.30 -1.23 0.67
C 3.83 5.09 -0.39
N 2.93 4.03 -0.01
C 2.42 3.80 1.30
C 1.90 2.51 1.31
N 1.97 2.01 0.01
C 2.65 2.87 -0.72
H 3.84 5.07 -1.43
H 4.85 4.83 -0.01
H 3.47 6.09 0.01
H 2.43 4.52 2.09
H 1.50 1.90 2.10
H 3.00 2.77 -1.78
S 1.70 -0.15 -2.87
C 1.17 -1.72 -2.60
N 0.08 -2.11 -1.92
C -0.01 -3.54 -1.79
C 1.39 -4.00 -2.20
N 1.86 -2.82 -2.99
H -0.59 -1.45 -1.55
H -0.68 -3.98 -2.54
H -0.31 -3.78 -0.74
H 1.34 -4.91 -2.79
H 2.00 -4.16 -1.28
H 2.85 -2.77 -3.26
N -0.04 -3.60 2.30
N 0.72 -2.67 1.61
N 2.00 -2.90 1.19
C 2.32 -1.68 0.76
N 1.32 -0.82 0.82
N 0.27 -1.43 1.33
H 0.34 -4.50 2.50
H -0.85 -3.18 2.79
H 3.29 -1.33 0.36
```

HOMO energy (spin up / spin down) (eV): -14.901 / -14.902
Net charge: +2
ΔE to the lowest compared entry with this formula, charge and spin (kJ/mol): 0.00
Spin multiplicity: 2
<S²>: 0.7531
Energy (eV): -86238.808


No. 5
Below is a structure of composition C15H20F5MnO2Te, with properties calculated with ωB97M-V/def2-TZVPD.

```
44
C15H20F5MnO2Te, DFT ωB97M-V/def2-TZVPD
Mn 0.47 -0.02 0.66
C 0.69 -1.63 2.05
C -0.75 -1.80 2.12
C -1.19 -2.37 0.88
H -1.36 -1.66 2.96
C -0.07 -2.57 0.04
C 1.11 -2.13 0.72
H 2.13 -2.37 0.45
H 1.33 -1.41 2.88
H -2.22 -2.69 0.68
H -0.09 -3.13 -0.90
C 1.86 1.51 1.59
C 2.54 0.31 1.25
C 2.48 0.14 -0.19
H 3.11 -0.32 1.95
C 1.75 1.26 -0.71
C 1.27 2.04 0.40
H 0.64 2.91 0.31
H 1.87 1.99 2.54
H 2.96 -0.63 -0.79
H 1.73 1.57 -1.75
O -0.25 0.27 -1.25
C -0.68 -0.07 -2.91
C -2.13 0.12 -2.51
C -0.13 -1.40 -3.29
C -0.08 1.10 -3.62
C -1.66 0.54 -1.11
H -2.75 -0.77 -2.54
H -2.64 0.91 -3.06
H -1.82 1.62 -0.99
H -2.09 -0.05 -0.26
H -0.64 -1.76 -4.23
H -0.20 -2.20 -2.50
H 0.95 -1.26 -3.53
H -0.56 1.14 -4.62
H 1.01 0.95 -3.78
H -0.25 2.04 -3.09
F -0.02 3.02 3.26
Te -0.92 1.40 3.68
F -2.61 2.23 3.43
F -1.82 -0.17 4.30
F 0.74 0.54 4.11
F -0.91 2.00 5.49
O -0.82 0.82 1.91
```

HOMO energy (spin up / spin down) (eV): -3.059 / -2.297
Net charge: -1
Spin multiplicity: 4
<S²>: 3.9284
Energy (eV): -72172.195


No. 6
Below is a structure of composition C15H20FNO4, with properties calculated with ωB97M-V/def2-TZVPD.

```
41
C15H20FNO4, DFT ωB97M-V/def2-TZVPD
C -2.66 -3.99 2.10
C -1.71 -3.76 0.96
O -1.47 -2.31 0.87
C -0.98 -1.87 -0.30
C -0.40 -0.48 -0.18
F -1.83 0.84 0.97
C -0.88 0.16 -1.42
O 0.14 0.14 -2.19
O -2.02 0.68 -1.74
C -1.99 1.31 -3.10
C -3.32 1.93 -3.23
O -0.99 -2.45 -1.36
H -2.61 -5.03 2.42
H -2.41 -3.37 2.97
H -3.69 -3.79 1.80
H -0.74 -4.19 1.18
H -2.10 -4.14 0.02
H -1.21 2.06 -3.08
H -1.79 0.52 -3.82
H -3.36 2.49 -4.14
H -4.11 1.18 -3.25
H -3.54 2.62 -2.43
C 2.71 1.02 -1.60
N 1.79 0.81 -0.48
C 2.17 1.19 0.82
C 3.52 1.48 1.11
C 3.89 1.78 2.41
C 2.94 1.84 3.43
C 1.58 1.66 3.11
C 1.20 1.41 1.81
C 0.94 -0.33 -0.68
H 3.27 1.92 -1.41
H 3.43 0.19 -1.63
H 2.13 1.12 -2.51
H 4.26 1.41 0.32
H 4.95 1.96 2.63
H 3.24 2.06 4.45
H 0.84 1.69 3.91
H 0.14 1.41 1.55
H -0.80 0.05 0.73
H 1.48 -1.22 -1.01
```

HOMO energy (eV): -8.353
ΔE to the lowest compared entry with this formula, charge and spin (kJ/mol): 338.86
Energy (eV): -28273.141


No. 7
Below is a structure of composition C15H20HgN2O2, with properties calculated with ωB97M-V/def2-TZVPD.

```
40
C15H20HgN2O2, DFT ωB97M-V/def2-TZVPD
C 4.55 1.80 -1.16
C 5.25 0.57 -0.55
H 4.48 1.69 -2.25
H 5.18 2.68 -0.97
H 3.56 2.00 -0.76
H 4.63 -0.33 -0.54
H 6.15 0.35 -1.15
H 5.58 0.77 0.47
C -2.04 0.96 -1.96
C -3.26 0.96 -2.66
C -4.08 -0.16 -2.55
C -3.67 -1.23 -1.76
H -1.37 1.81 -1.99
H -3.52 1.83 -3.25
H -5.04 -0.20 -3.06
H -4.26 -2.12 -1.65
N -1.63 -0.08 -1.22
C -2.43 -1.15 -1.08
C -1.95 -2.22 -0.19
N -0.78 -1.98 0.44
C -0.30 -2.91 1.25
C -2.16 -4.39 0.89
C -0.95 -4.12 1.53
H 0.67 -2.68 1.71
H -0.51 -4.83 2.23
C -2.65 -3.42 0.01
H -3.57 -3.58 -0.55
H -2.71 -5.31 1.05
Hg 0.81 0.41 -0.32
C 2.28 -0.12 1.12
H 2.80 -1.02 0.79
H 1.80 -0.29 2.08
H 2.98 0.72 1.19
C -0.14 3.64 2.55
O 0.32 2.48 1.78
C -0.41 2.01 0.78
O -1.56 2.31 0.55
H -1.18 3.90 2.30
H 0.54 4.46 2.31
H -0.04 3.38 3.60
```

HOMO energy (eV): -6.697
ΔE to the lowest compared entry with this formula, charge and spin (kJ/mol): 0.00
Energy (eV): -27126.760


No. 8
Below is a structure of composition C15H20I2N3OY, with properties calculated with ωB97M-V/def2-TZVPD.

```
42
C15H20I2N3OY, DFT ωB97M-V/def2-TZVPD
C 1.03 -2.73 -3.26
I 3.31 -1.85 -0.24
H 2.12 -2.96 -3.33
H 0.91 -2.24 -4.27
H 0.67 -3.80 -3.27
C -1.70 2.34 -3.38
C -0.23 1.04 -2.29
N -1.42 1.69 -2.20
H -0.42 2.55 -5.19
I 2.05 2.31 0.03
N 0.27 1.39 -3.52
H -2.62 2.87 -3.52
Y 0.94 -0.31 -0.59
C 0.07 -2.12 -2.31
O -1.12 -2.41 -2.33
C -0.65 2.18 -4.20
C 1.60 1.10 -4.01
H 2.37 1.58 -3.39
H 1.66 1.47 -5.05
H 1.79 0.02 -4.00
C -2.24 1.82 -0.99
H -3.29 1.89 -1.30
H -1.95 2.72 -0.43
H -2.10 0.94 -0.34
C 2.47 -0.78 2.66
C 1.18 -0.67 3.41
C 1.17 -0.50 4.78
C -0.03 -0.35 5.47
C -1.26 -0.32 4.79
C -1.30 -0.49 3.42
C -2.61 -0.42 2.71
C -0.07 -0.65 2.68
N -0.08 -0.66 1.37
H 2.46 -1.61 1.96
H 3.29 -0.97 3.33
H 2.69 0.10 2.10
H 2.12 -0.51 5.29
H -0.01 -0.25 6.54
H -2.18 -0.17 5.34
H -3.31 -1.19 3.06
H -3.12 0.53 2.85
H -2.45 -0.57 1.65
```

HOMO energy (eV): 0.701
Net charge: -2
Energy (eV): -39642.670


No. 9
Below is a structure of composition C15H20N2O2, with properties calculated with ωB97M-V/def2-TZVPD.

```
39
C15H20N2O2, DFT ωB97M-V/def2-TZVPD
C 4.48 0.19 -1.61
C 3.20 0.44 -0.84
N 2.95 -0.32 0.32
N 1.94 0.26 0.78
C 1.48 1.28 -0.18
C 2.41 1.46 -1.03
H 2.37 2.25 -1.77
C 0.24 1.86 0.30
H 0.04 2.57 -0.47
H -0.63 1.30 0.45
H 0.36 2.36 1.46
C 1.53 -0.51 1.99
H 0.50 0.19 2.04
H 2.11 -0.26 2.92
C 1.25 -1.94 1.68
O 2.54 -2.45 1.79
H 3.03 -1.84 1.06
C 0.45 -2.02 0.56
O -0.86 -1.38 0.56
C -1.47 -1.29 -0.51
C -2.55 -0.36 -0.62
C -3.24 -0.18 0.81
C -4.36 0.70 0.83
C -4.57 1.65 -0.19
C -3.92 1.20 -1.61
C -2.96 0.53 -1.62
H -2.27 0.61 -2.64
H -4.16 1.99 -2.29
H -5.33 2.41 -0.21
H -4.95 0.92 1.65
H -3.15 -0.95 1.48
H -1.89 -2.39 -0.88
H -0.89 -1.13 -1.46
H 1.05 -1.80 -0.46
H 0.15 -3.12 0.44
H 0.64 -2.41 2.81
H 4.18 -0.27 -2.81
H 5.16 1.16 -1.54
H 5.12 -0.71 -1.20
```

HOMO energy (eV): -8.143
ΔE to the lowest compared entry with this formula, charge and spin (kJ/mol): 1333.92
Energy (eV): -22942.426


No. 10
Below is an isolated molecule of C15H20N4OS, with properties calculated with ωB97M-V/def2-TZVPD.

```
41
C15H20N4OS, DFT ωB97M-V/def2-TZVPD
C 3.01 -4.49 0.28
C 1.95 -4.59 1.35
C 1.13 -3.30 1.45
C 0.05 -3.45 2.51
N -0.76 -2.23 2.57
N -0.87 -1.48 3.67
N -1.89 -0.71 3.59
N -2.43 -0.88 2.32
C -1.74 -1.77 1.69
S -2.12 -2.29 0.06
C -2.07 -0.67 -0.89
C -0.68 -0.16 -1.15
O 0.24 -0.98 -1.09
C -0.34 1.31 -1.20
C 0.97 1.77 -0.97
C 1.30 3.12 -1.02
C 0.33 4.09 -1.35
C 0.68 5.52 -1.58
C -1.00 3.62 -1.61
C -2.14 4.58 -1.97
C -1.33 2.27 -1.50
H 3.79 -3.78 0.58
H 3.44 -5.49 0.03
H 2.56 -4.15 -0.63
H 2.39 -4.81 2.31
H 1.30 -5.44 1.10
H 1.78 -2.49 1.78
H 0.76 -2.99 0.47
H 0.52 -3.66 3.46
H -0.61 -4.29 2.30
H -2.56 -0.80 -1.83
H -2.63 0.07 -0.34
H 1.79 1.07 -0.77
H 2.32 3.43 -0.78
H 0.29 6.16 -0.81
H 1.79 5.63 -1.58
H 0.30 5.88 -2.56
H -2.04 4.84 -3.06
H -3.12 4.14 -1.77
H -2.08 5.49 -1.35
H -2.33 1.91 -1.74
```

HOMO energy (eV): -9.183
ΔE to the lowest compared entry with this formula, charge and spin (kJ/mol): 307.40
SMILES: CCCCn1nnnc1SCC(=O)c1ccc(C)c(C)c1
Energy (eV): -34721.163


No. 11
Below is a cluster of 2 separate species, C15H20N5O6 in total, with properties calculated with ωB97M-V/def2-TZVPD.

```
46
C15H20N5O6, DFT ωB97M-V/def2-TZVPD
O -1.77 -4.86 1.25
O 2.49 -2.94 -1.35
O 0.43 5.20 2.73
O 1.44 4.76 0.85
O -4.54 4.08 -0.96
O -4.41 4.21 1.77
C -0.73 -4.30 0.96
C 1.32 -3.28 -1.30
C 2.92 0.08 0.36
C 1.62 -0.28 0.14
C 1.90 1.76 -0.66
C -2.18 4.47 -1.13
C -0.95 4.69 -0.51
C -2.03 4.56 1.65
C -3.33 4.30 -0.36
C -3.26 4.36 1.03
C -0.84 4.72 0.90
N 3.08 1.36 -0.15
N 0.86 -4.38 -1.92
N -0.78 -3.25 0.13
N 0.41 4.91 1.53
N 1.00 0.77 -0.50
C 0.58 -4.79 1.55
C 1.69 -5.29 -2.71
C 0.97 -1.56 0.63
C 0.32 -2.45 -0.46
H -5.20 4.07 -0.24
H -4.26 4.45 2.70
H 3.68 -0.52 0.86
H 1.71 2.74 -1.10
H -2.28 4.45 -2.21
H -0.08 4.86 -1.14
H -1.99 4.60 2.74
H 3.94 1.91 -0.11
H -0.11 -4.61 -1.80
H -1.72 -3.02 -0.15
H 0.01 0.82 -0.74
H 0.38 -5.72 2.09
H 1.31 -5.00 0.77
H 0.96 -4.06 2.25
H 2.63 -5.48 -2.19
H 1.90 -4.86 -3.68
H 1.17 -6.24 -2.85
H 0.20 -1.27 1.35
H 1.71 -2.15 1.17
H -0.15 -1.79 -1.18
```

HOMO energy (eV): -11.715
Net charge: +1
ΔE to the lowest compared entry with this formula, charge and spin (kJ/mol): 378.79
Energy (eV): -35607.138